Molecular formula: C6H13N2
Method: DFT, ωB97M-V with the def2-TZVPD basis set

Each line ends with the Mulliken spin population.
Element x y z (Å)
N (2.203, -2.003, -1.280)  1.665
N (-1.779, 1.261, -0.062)  -0.001
C (-3.463, 1.959, 1.540)  0.000
C (-1.528, 0.008, 0.101)  0.007
C (-2.191, 2.002, 1.107)  0.000
C (2.022, -0.457, 0.642)  0.382
C (0.824, -0.027, -1.623)  -0.167
C (1.548, -0.748, -0.735)  1.339
H (-1.597, -0.463, 1.129)  0.005
H (3.193, -1.800, -1.546)  -0.698
H (1.654, -2.303, -2.036)  -0.200
H (-1.385, 2.505, 1.657)  0.000
H (2.190, -2.775, -0.591)  -0.647
H (1.630, 0.538, 0.996)  0.009
H (-4.231, 1.450, 1.013)  0.000
H (-3.688, 2.482, 2.439)  0.000
H (1.662, -1.208, 1.341)  -0.157
H (0.203, 0.812, -1.225)  -0.081
H (3.121, -0.380, 0.571)  -0.279
H (-1.367, -0.682, -0.737)  -0.015
H (0.979, -0.170, -2.700)  -0.163

The HOMO energy (spin up / spin down) is -0.1334 / -0.3456 Ha. The HOMO-LUMO gap (spin up / spin down) is 4.4 / 10.1 eV. Its spin multiplicity is 2. The value obtained for the LUMO energy (spin up / spin down) is 0.73 / 0.67 eV. The energy above the lowest of the compared OMol25 structures with the same formula, charge and spin is 319.7 kJ/mol.

---

Molecular formula: C17H16BrClMn
Method: DFT, ωB97M-V with the def2-TZVPD basis set

Each line ends with the Mulliken spin population.
Element x y z (Å)
Br (-2.460, -1.014, -1.436)  0.123
Mn (0.065, -0.969, -1.367)  2.958
Cl (1.105, -0.742, 2.048)  0.008
C (-0.199, 2.213, 4.407)  0.123
C (-1.658, 0.190, 1.084)  0.543
C (1.692, 0.438, -2.117)  0.087
C (-1.796, 2.042, 2.631)  0.112
C (-1.367, 2.671, 3.786)  -0.058
C (1.277, -1.755, -2.919)  -0.016
C (-0.379, -3.109, -2.112)  0.075
C (-1.054, 0.898, 2.143)  -0.028
C (0.330, 1.281, -0.468)  0.079
C (0.650, -3.039, -1.090)  -0.109
C (0.667, 1.267, 3.832)  -0.060
C (-0.464, 1.168, -1.640)  -0.039
C (0.228, 0.575, 2.707)  0.123
C (-0.061, -2.231, -3.159)  -0.018
C (1.739, -2.254, -1.648)  0.104
C (1.614, 0.753, -0.746)  -0.003
C (0.347, 0.538, -2.657)  -0.054
H (0.066, 1.855, 0.387)  -0.007
H (-1.188, -3.826, -2.143)  0.011
H (0.108, 2.633, 5.349)  0.011
H (0.758, -3.742, -0.257)  0.002
H (-2.575, 0.671, 0.704)  0.012
H (-1.465, 1.523, -1.842)  0.003
H (-2.723, 2.323, 2.099)  0.007
H (2.604, 0.368, -2.729)  0.001
H (-0.649, -1.988, -4.034)  -0.001
H (-1.985, 3.484, 4.152)  -0.002
H (1.671, 1.059, 4.220)  -0.003
H (1.866, -1.229, -3.668)  -0.009
H (2.392, 0.720, -0.018)  0.001
H (2.777, -2.202, -1.266)  0.007
H (-0.075, 0.275, -3.589)  0.009
H (-1.859, -0.846, 1.356)  0.010

The HOMO energy (spin up / spin down) is -0.0978 / -0.0984 Ha. The HOMO-LUMO gap (spin up / spin down) is 5.8 / 5.4 eV. Its net charge is -1. Its spin multiplicity is 5. The value obtained for the LUMO energy (spin up / spin down) is 3.11 / 2.73 eV.

---

Molecular formula: C3H6NO2
Method: DFT, ωB97M-V with the def2-TZVPD basis set

Each line ends with the Mulliken charge.
Element x y z (Å)
O (-2.305, -1.231, 1.397)  -0.515
O (1.860, 1.419, 0.065)  -0.867
N (0.050, 0.222, -0.921)  -0.538
C (-1.271, -1.045, 0.806)  -0.043
C (-0.831, 0.289, 0.224)  -0.334
C (1.508, 0.271, -0.513)  -0.388
H (-1.754, 0.772, -0.066)  0.390
H (-0.285, 0.794, 1.039)  0.286
H (-0.123, 1.012, -1.524)  0.244
H (1.574, -0.587, 0.164)  0.168
H (-0.460, -1.805, 0.758)  0.296
H (2.037, -0.110, -1.429)  0.302

The HOMO energy is -0.1006 Ha. Its SMILES is O=CCNC[O-]. The HOMO-LUMO gap is 6.8 eV. Its net charge is -1. Its spin multiplicity is 1. The value obtained for the LUMO energy is 4.04 eV. The energy above the lowest of the compared OMol25 structures with the same formula, charge and spin is 251.5 kJ/mol.

---

Molecular formula: C3H9PS3
Method: DFT, ωB97M-V with the def2-TZVPD basis set

Each line ends with the Mulliken charge.
Element x y z (Å)
S (-0.047, -2.039, -0.153)  -0.296
S (2.392, 0.168, 0.487)  -0.380
S (-0.765, 0.557, 1.869)  -0.103
P (0.417, -0.020, 0.225)  0.363
C (0.327, 0.804, 3.292)  -0.761
C (-0.769, 0.701, -1.844)  -0.604
C (-0.535, -0.380, -2.748)  -0.741
H (-1.288, -0.369, -3.516)  0.334
H (-0.701, -1.386, -2.212)  0.219
H (1.085, 1.434, 2.957)  0.291
H (0.492, -0.423, -3.143)  0.290
H (-1.845, 0.803, -1.689)  0.298
H (-0.252, 1.180, 4.136)  0.318
H (0.883, -2.505, 0.573)  0.155
H (-0.197, 1.670, -1.910)  0.355
H (0.804, -0.196, 3.677)  0.262

The HOMO energy is -0.3074 Ha. The HOMO-LUMO gap is 8.0 eV. Its spin multiplicity is 1. The value obtained for the LUMO energy is -0.35 eV. The energy above the lowest of the compared OMol25 structures with the same formula, charge and spin is 224.6 kJ/mol.

---

Molecular formula: C25H43Cl2FN5O2RuS
Method: DFT, ωB97M-V with the def2-TZVPD basis set

Each line ends with the Mulliken spin population.
Element x y z (Å)
Ru (-0.283, -0.246, -0.345)  4.168
Cl (-4.687, 2.160, -0.676)  0.000
Cl (-2.030, 2.112, 0.585)  0.025
S (-1.102, 0.341, 3.273)  0.016
F (-5.160, -4.224, -0.111)  0.006
O (-0.235, 0.013, 2.058)  0.071
O (1.535, -1.220, -5.362)  0.000
N (-1.093, 0.280, -2.579)  0.136
N (0.667, 1.987, -0.837)  0.080
N (2.049, -0.204, 0.390)  0.090
N (0.788, 0.249, -6.932)  0.000
N (1.071, -1.870, -1.715)  0.131
C (-2.849, -3.948, -0.359)  0.002
C (1.869, -0.131, -7.844)  0.000
C (2.664, 1.125, 0.216)  -0.004
C (-0.179, 0.213, -3.547)  -0.001
C (2.506, -1.574, -1.613)  -0.014
C (-4.103, -3.417, -0.109)  0.035
C (-0.961, 1.122, -8.495)  0.000
C (-3.452, 3.111, 0.148)  0.007
C (-0.053, 1.385, -7.298)  0.000
C (-2.368, 0.029, -2.899)  -0.004
C (-4.284, -2.069, 0.146)  0.010
C (0.055, 0.340, 4.692)  0.007
C (-1.189, -2.440, 3.473)  0.001
C (-2.027, -1.192, 3.676)  0.001
C (-1.893, -1.728, -0.137)  0.412
C (2.833, -1.327, -0.150)  0.004
C (-0.466, -0.148, -4.849)  0.000
C (-2.751, -0.330, -4.180)  -0.004
C (-0.440, 1.299, 5.764)  0.001
C (2.120, 1.847, -1.006)  0.014
C (-1.753, -3.100, -0.364)  -0.061
C (1.534, -1.373, -8.666)  0.000
C (0.709, -0.404, -5.758)  -0.003
C (-3.174, -1.238, 0.131)  -0.115
C (-1.785, -0.451, -5.169)  0.007
H (2.580, -2.225, 0.418)  -0.001
H (-2.893, -1.181, 3.016)  0.001
H (-3.869, 3.503, 1.068)  0.002
H (-3.094, 0.098, -2.103)  -0.002
H (-0.781, -3.549, -0.534)  0.013
H (0.849, 0.428, -3.276)  -0.004
H (-2.373, -1.078, 4.705)  0.000
H (-3.121, 3.905, -0.509)  0.000
H (3.751, 1.046, 0.143)  0.003
H (-0.382, 0.932, -9.397)  0.000
H (1.895, -0.361, 1.380)  -0.002
H (-0.653, 1.671, -6.437)  0.000
H (0.649, -1.216, -9.281)  0.000
H (2.626, 2.809, -1.111)  0.005
H (2.073, 0.718, -8.496)  0.000
H (-1.582, 1.999, -8.675)  0.000
H (-1.615, 0.267, -8.316)  0.000
H (-3.333, -0.190, 0.343)  -0.020
H (0.242, 2.438, -1.639)  -0.002
H (2.427, 1.731, 1.093)  -0.001
H (2.317, 1.275, -1.911)  -0.015
H (3.906, -1.149, -0.040)  0.005
H (-3.791, -0.528, -4.395)  0.000
H (-1.823, -3.324, 3.526)  0.000
H (2.754, -0.338, -7.243)  0.000
H (0.887, -2.767, -1.276)  -0.009
H (-2.741, -5.008, -0.547)  -0.001
H (-0.726, -2.418, 2.491)  0.007
H (-0.411, -2.540, 4.229)  0.000
H (-5.277, -1.688, 0.351)  0.000
H (-2.049, -0.787, -6.163)  0.001
H (3.124, -2.389, -1.995)  0.006
H (0.605, 2.227, -7.531)  0.000
H (1.365, -2.226, -8.009)  0.000
H (-0.545, 2.308, 5.364)  0.000
H (1.008, 0.660, 4.271)  0.001
H (2.370, -1.607, -9.323)  0.000
H (0.279, 1.335, 6.581)  0.001
H (0.488, 2.578, -0.031)  0.001
H (-1.397, 0.983, 6.180)  0.000
H (0.149, -0.678, 5.065)  0.000
H (2.729, -0.697, -2.219)  -0.001
H (0.797, -1.957, -2.692)  -0.003

The HOMO energy (spin up / spin down) is -0.4980 / -0.5077 Ha. The HOMO-LUMO gap (spin up / spin down) is 8.8 / 6.5 eV. Its net charge is +2. Its spin multiplicity is 6. The value obtained for the LUMO energy (spin up / spin down) is -4.80 / -7.36 eV. The energy above the lowest of the compared OMol25 structures with the same formula, charge and spin is 43.4 kJ/mol.

---

Molecular formula: C8H11N4
Method: DFT, ωB97M-V with the def2-TZVPD basis set

Each line ends with the Mulliken charge.
Element x y z (Å)
N (1.125, 1.466, 0.891)  0.075
N (-1.023, -1.505, -0.923)  0.128
N (2.239, 2.240, -0.798)  -0.456
N (-0.236, -0.407, 3.776)  -0.402
C (1.418, 3.227, -0.291)  -0.432
C (0.311, 0.117, 2.835)  0.601
C (-1.948, -2.526, -1.286)  -0.826
C (0.629, 2.672, 0.625)  -0.137
C (0.623, 0.534, 1.644)  -0.023
C (2.106, 1.201, -0.075)  -0.086
C (-0.732, -1.105, 0.239)  -0.180
C (-0.330, -0.766, -1.908)  -0.905
H (0.668, -1.280, -2.193)  0.307
H (-1.557, -3.173, -2.141)  0.351
H (0.050, -0.919, 4.632)  0.338
H (-0.032, 3.202, 1.306)  0.376
H (0.015, 0.298, -1.634)  0.236
H (-0.911, -0.626, -2.811)  0.418
H (-2.067, -3.313, -0.442)  0.319
H (-2.969, -2.085, -1.458)  0.327
H (2.720, 0.282, -0.179)  0.383
H (1.241, 4.136, -0.863)  0.390
H (-1.339, -1.668, 1.055)  0.195

The HOMO energy (spin up / spin down) is -0.4710 / -0.4711 Ha. The HOMO-LUMO gap (spin up / spin down) is 6.8 / 6.8 eV. Its net charge is +1. Its spin multiplicity is 1. The value obtained for the LUMO energy (spin up / spin down) is -6.00 / -6.00 eV. The energy above the lowest of the compared OMol25 structures with the same formula, charge and spin is 692.0 kJ/mol.

---

Molecular formula: C8H34BaN2O8
Method: DFT, ωB97M-V with the def2-TZVPD basis set

Each line ends with the Mulliken spin population.
Element x y z (Å)
Ba (-18.469, 1.266, 10.048)  -0.001
O (-15.816, 0.597, 9.155)  0.000
O (-20.944, 1.783, 9.084)  0.000
O (-17.998, -3.158, 8.065)  0.744
O (-18.440, 3.495, 8.370)  0.000
O (-19.757, 3.214, 11.304)  0.000
O (-17.855, -0.542, 12.147)  0.000
O (-18.301, 0.300, 7.326)  0.000
O (-20.734, 0.543, 11.830)  0.000
N (-16.197, 2.680, 10.949)  0.000
N (-19.711, -1.326, 9.255)  0.017
C (-19.325, -3.532, 8.613)  0.059
C (-17.902, -3.853, 6.764)  0.028
C (-14.207, 3.828, 10.231)  0.000
C (-20.651, -3.022, 10.792)  0.006
C (-15.461, -0.662, 8.675)  0.000
C (-15.273, 2.749, 9.849)  0.000
C (-19.534, -2.612, 9.829)  0.003
C (-14.683, 1.390, 9.604)  0.000
H (-20.691, -2.329, 11.632)  0.000
H (-20.649, 3.117, 10.971)  0.000
H (-18.155, 0.961, 6.648)  0.000
H (-19.161, -4.591, 8.809)  0.037
H (-21.398, 0.940, 9.092)  0.000
H (-19.049, -1.423, 8.499)  0.000
H (-15.789, 3.151, 8.977)  0.000
H (-17.129, -3.668, 6.019)  0.010
H (-18.681, -2.529, 10.502)  -0.002
H (-14.632, 4.601, 10.872)  0.000
H (-18.945, 4.301, 8.266)  0.000
H (-15.083, -1.183, 9.555)  0.001
H (-13.870, 4.330, 9.324)  0.000
H (-17.204, -0.306, 12.808)  0.000
H (-17.714, -4.885, 7.059)  0.063
H (-13.883, 1.422, 8.864)  0.000
H (-16.426, 3.654, 11.091)  0.000
H (-15.769, 2.378, 11.813)  0.000
H (-21.575, 0.949, 12.041)  0.000
H (-21.635, -3.014, 10.323)  -0.001
H (-18.785, -3.809, 6.126)  0.013
H (-21.403, 2.296, 8.417)  0.000
H (-13.327, 3.477, 10.770)  0.000
H (-14.690, -0.626, 7.905)  0.000
H (-19.084, -0.169, 7.038)  0.001
H (-19.869, 3.519, 12.205)  0.000
H (-20.156, -3.516, 7.907)  0.018
H (-20.739, -0.284, 12.312)  0.000
H (-18.381, -1.226, 12.561)  0.000
H (-20.590, -1.327, 8.757)  0.003
H (-18.361, 3.146, 7.482)  0.000
H (-16.324, -1.219, 8.311)  0.004
H (-20.428, -3.973, 11.276)  -0.001
H (-14.262, 0.953, 10.508)  0.000

The HOMO energy (spin up / spin down) is -0.6495 / -0.6494 Ha. The HOMO-LUMO gap (spin up / spin down) is 9.2 / 3.1 eV. Its net charge is +3. Its spin multiplicity is 2. The value obtained for the LUMO energy (spin up / spin down) is -8.46 / -14.58 eV.

---

Molecular formula: C5H6
Method: DFT, ωB97M-V with the def2-TZVPD basis set

Each line ends with the Mulliken charge.
Element x y z (Å)
C (0.857, 0.265, -0.022)  -0.168
C (-0.447, -1.825, 0.446)  -0.814
C (0.049, 1.481, 0.291)  -0.405
C (0.089, -0.950, -0.413)  0.279
C (-0.420, 0.389, -0.724)  -0.250
H (-0.498, 1.507, 1.225)  0.196
H (-0.526, -2.872, 0.179)  0.319
H (0.381, 2.438, -0.090)  0.255
H (1.788, 0.395, -0.560)  0.151
H (-0.483, 0.694, -1.760)  0.142
H (-0.788, -1.522, 1.430)  0.295

The HOMO energy (spin up / spin down) is -0.3066 / -0.2794 Ha. Its SMILES is C=C1[C@H]2C[C@@H]12. The HOMO-LUMO gap (spin up / spin down) is 8.7 / 7.3 eV. Its spin multiplicity is 1. The value obtained for the LUMO energy (spin up / spin down) is 0.33 / -0.32 eV. The energy above the lowest of the compared OMol25 structures with the same formula, charge and spin is 595.8 kJ/mol.

---

Number 1: strongest force on any atom 2.5 eV/Å, energy -345.697868 a.u.. Number 2: strongest force on any atom 2.8 eV/Å, energy -4842.443518 a.u.. Number 3: strongest force on any atom 1.4 eV/Å, energy -323.122461 a.u.. Number 4: strongest force on any atom 3.7 eV/Å, energy -1655.574623 a.u.. Number 5: strongest force on any atom 0.9 eV/Å, energy -2915.407595 a.u.. Number 6: strongest force on any atom 4.9 eV/Å, energy -529.958431 a.u.. Number 7: strongest force on any atom 3.5 eV/Å, energy -1061.158457 a.u.. Number 8: strongest force on any atom 4.2 eV/Å, energy -193.853576 a.u..